{
  "formula": "C6H8",
  "method": "ωB97M-V with the def2-TZVPD basis set",
  "symbols": ["C", "C", "C", "C", "C", "C", "H", "H", "H", "H", "H", "H", "H", "H"],
  "xyz": [[-0.38558, 0.18219, -1.26847], [-0.63058, -1.08644, -0.43328], [0.86662, -1.01676, -0.08534], [0.76890, 0.51786, -0.28792], [0.03719, 0.97871, 0.95314], [-0.98843, 0.20217, 1.25207], [-1.19701, 0.90189, -1.39970], [-0.01292, -0.15359, -2.24251], [-1.34461, -0.85105, 0.56210], [1.39878, -1.50560, -0.90880], [1.21446, -1.40571, 0.87475], [1.63330, 1.11918, -0.59297], [0.34500, 1.85643, 1.51558], [-1.70512, 0.26073, 2.06134]],
  "lowdin_charge": [-0.18, -0.05, -0.18, -0.28, -0.12, 0.02, 0.11, 0.11, 0.04, 0.11, 0.11, 0.12, 0.11, 0.08],
  "e_tot_ha": -233.2086,
  "relative_energy_kcal_mol": 111.96,
  "lumo_ha": 0.0401,
  "charge": 0
}



{
  "formula": "C6H8",
  "method": "ωB97M-V with the def2-TZVPD basis set",
  "symbols": ["C", "C", "C", "C", "C", "C", "H", "H", "H", "H", "H", "H", "H", "H"],
  "xyz": [[1.02024, -0.44327, -0.69990], [-0.50014, -0.53948, -0.72237], [-1.10362, -0.20798, 0.64870], [-0.31931, -0.45866, 1.86367], [0.89102, 0.96877, -0.04944], [-0.63280, 0.89380, -0.25608], [1.41511, -0.36970, -1.71684], [1.56808, -1.22899, -0.16639], [-1.09970, -1.07823, -1.45377], [-2.17553, -0.44047, 0.65796], [1.15620, 0.99732, 1.01301], [-0.35017, -1.52567, 2.09598], [1.41554, 1.75987, -0.58208], [-1.28492, 1.67270, -0.63244]],
  "lowdin_charge": [-0.14, -0.18, -0.33, 0.19, -0.15, -0.20, 0.11, 0.10, 0.13, 0.14, 0.08, 0.01, 0.10, 0.13],
  "e_tot_ha": -233.2018,
  "relative_energy_kcal_mol": 116.21,
  "lumo_ha": [-0.0129, -0.0087],
  "charge": 0
}



{
  "formula": "C6H8",
  "method": "ωB97M-V with the def2-TZVPD basis set",
  "symbols": ["C", "C", "C", "C", "C", "C", "H", "H", "H", "H", "H", "H", "H", "H"],
  "xyz": [[2.25578, 0.22372, -0.66681], [1.08978, 0.93257, -0.19768], [0.14697, 1.45037, 0.40671], [-0.63693, 0.19230, 0.81616], [-2.03167, 0.12552, 0.35940], [-1.07634, -0.94034, -0.10630], [2.81083, -0.15683, 0.19225], [2.84763, 0.96840, -1.19730], [2.01738, -0.58753, -1.36254], [-0.39304, -0.13885, 1.82163], [-2.76331, -0.07733, 1.12398], [-2.27036, 0.89383, -0.36899], [-1.19441, -1.92582, 0.34139], [-0.80231, -0.96002, -1.16190]],
  "lowdin_charge": [-0.07, -0.10, 0.00, -0.36, -0.15, -0.12, 0.09, 0.09, 0.09, 0.13, 0.10, 0.11, 0.09, 0.10],
  "e_tot_ha": -233.2498,
  "relative_energy_kcal_mol": 86.13,
  "smiles": "CC#CC1CC1",
  "lumo_ha": 0.0348,
  "charge": 0
}



{
  "formula": "C6H8",
  "method": "ωB97M-V with the def2-TZVPD basis set",
  "symbols": ["C", "C", "C", "C", "C", "C", "H", "H", "H", "H", "H", "H", "H", "H"],
  "xyz": [[1.29736, -0.28790, 0.80566], [0.31152, -1.17878, 0.74371], [-0.69208, -0.76751, -0.27691], [-1.60087, 0.35674, 0.11693], [-0.35567, 0.64623, -0.66740], [1.07050, 0.79136, -0.21776], [2.18825, -0.34438, 1.42440], [0.22264, -2.10137, 1.30974], [-0.68209, -1.38761, -1.17840], [-1.66138, 0.56622, 1.18072], [-2.51906, 0.53770, -0.43414], [-0.54376, 0.94352, -1.69804], [1.37111, 1.80512, 0.05877], [1.59351, 0.42066, -1.16730]],
  "lowdin_charge": [-0.09, -0.08, -0.26, -0.06, -0.27, -0.17, 0.10, 0.10, 0.14, 0.11, 0.10, 0.13, 0.10, 0.14],
  "e_tot_ha": -233.3434,
  "relative_energy_kcal_mol": 27.37,
  "smiles": "C1=C[C@H]2C[C@H]2C1",
  "lumo_ha": 0.0447,
  "charge": 0
}



{
  "formula": "C6H8",
  "method": "ωB97M-V with the def2-TZVPD basis set",
  "symbols": ["C", "C", "C", "C", "C", "C", "H", "H", "H", "H", "H", "H", "H", "H"],
  "xyz": [[-0.70069, 1.16432, -1.04094], [0.61693, -0.32524, 0.87117], [-1.12060, -0.34468, -0.66294], [-0.72744, -0.68402, 0.73982], [1.86512, -0.34172, 0.88193], [3.14609, -0.23746, 0.81885], [-1.20759, 1.89741, -0.42810], [-1.02011, 1.29968, -2.06933], [0.36007, 1.38827, -1.04073], [-0.66730, -1.04034, -1.36581], [-2.19792, -0.37362, -0.76457], [-1.31092, -0.12450, 1.46048], [-0.86421, -1.71335, 1.03228], [3.82857, -0.56475, 1.56789]],
  "lowdin_charge": [-0.08, -0.02, -0.22, -0.24, -0.18, 0.09, 0.07, 0.06, 0.06, 0.11, 0.10, 0.13, 0.13, 0.00],
  "e_tot_ha": -233.2171,
  "relative_energy_kcal_mol": 106.60,
  "lumo_ha": [-0.0270, -0.0278],
  "charge": 0
}



{
  "formula": "C6H8BClO2",
  "method": "ωB97M-V with the def2-TZVPD basis set",
  "symbols": ["B", "C", "C", "C", "C", "C", "C", "O", "O", "Cl", "H", "H", "H", "H", "H", "H", "H", "H"],
  "xyz": [[-1.24430, -2.02331, -0.38588], [-2.33416, 0.88646, 0.80198], [3.71616, 0.69096, -0.60311], [-1.00062, 0.55947, 0.56793], [2.28591, 0.64117, -0.71300], [-0.56533, -0.66982, 0.10391], [1.59943, -0.42880, -0.06821], [-2.53996, -2.12670, -0.37676], [-0.32298, -2.99848, -0.47405], [2.12790, -1.72404, 0.72795], [-2.50030, 1.85908, 1.35700], [-3.10089, 0.30705, 0.49325], [4.17101, 1.16081, -1.43788], [4.32923, -0.12425, -0.31387], [-0.24638, 1.28892, 1.03701], [1.92994, 1.56927, -1.17852], [-2.89597, -3.05677, -0.35623], [-0.44251, -3.94862, -0.64132]],
  "mulliken_spin": [0.06, 0.50, 0.60, -0.15, -0.20, 0.54, 0.45, 0.01, 0.02, 0.08, 0.01, 0.04, 0.02, 0.03, 0.00, 0.00, 0.00, 0.00],
  "e_tot_ha": -868.7871,
  "lumo_ha": [0.0056, -0.0207],
  "multiplicity": 3,
  "charge": 0,
  "s_squared": 2.08
}



{
  "formula": "C6H8BiCl2CoN2O3S",
  "method": "ωB97M-V with the def2-TZVPD basis set",
  "symbols": ["Bi", "Co", "Cl", "Cl", "C", "C", "C", "O", "O", "O", "C", "N", "C", "S", "N", "C", "H", "H", "H", "H", "H", "H", "H", "H"],
  "xyz": [[0.11093, -0.21561, -6.14328], [0.09725, -0.10883, -0.70097], [-0.88658, 1.95296, -5.54017], [1.88527, -1.03368, -1.41085], [-0.57459, -1.50462, 0.11676], [-0.01092, 0.81094, -8.28268], [0.57846, -2.14095, -8.17325], [-1.14355, -2.18532, 0.88108], [-0.77681, 1.10625, -9.08837], [0.75732, -2.80960, -9.07971], [1.46698, -0.21584, 3.70599], [0.76276, -0.17593, 2.40512], [-0.14774, 0.80134, 2.20184], [-0.50854, 1.44703, 0.62269], [-0.78530, 1.35293, 3.25158], [-1.30339, 0.61231, 4.40241], [1.28264, 0.75151, 4.20489], [2.55474, -0.35710, 3.60973], [1.07039, -0.98802, 4.36782], [1.25167, -0.52983, 1.57023], [-1.39393, 2.11116, 2.94267], [-1.92812, 1.28523, 4.99397], [-1.88295, -0.26453, 4.10991], [-0.47600, 0.29819, 5.03258]],
  "mulliken_spin": [0.00, 2.64, 0.00, 0.38, 0.07, 0.00, 0.00, -0.03, 0.00, 0.00, 0.00, -0.03, -0.06, 0.81, 0.20, 0.00, 0.00, 0.00, 0.00, 0.00, -0.01, 0.00, 0.02, 0.01],
  "e_tot_ha": -3482.7783,
  "relative_energy_kcal_mol": 0.00,
  "lumo_ha": [-0.6387, -0.6387],
  "multiplicity": 5,
  "charge": 4,
  "s_squared": 6.04
}



{
  "formula": "C6H8BiO6",
  "method": "ωB97M-V with the def2-TZVPD basis set",
  "symbols": ["O", "C", "O", "O", "C", "C", "C", "C", "Bi", "H", "H", "H", "H", "H", "H", "O", "C", "O", "H", "O", "H"],
  "xyz": [[3.40273, 1.32419, -1.46640], [2.82355, 0.71797, -0.46461], [2.40074, 1.37771, 0.48962], [2.76690, -0.55745, -0.57046], [2.06808, -1.32272, 0.46044], [0.59281, -1.31512, 0.19520], [-0.27730, -0.73595, 1.02873], [-1.75827, -0.77874, 0.82423], [1.92836, 3.12195, 1.23350], [2.32076, -0.89721, 1.43742], [2.49180, -2.32589, 0.36636], [0.25199, -1.82145, -0.71295], [0.07239, -0.20123, 1.91587], [-2.27272, -1.08449, 1.73992], [-2.07007, -1.43022, -0.00119], [-2.30115, 0.56013, 0.58067], [-2.22168, 1.14298, -0.54098], [-2.20478, 2.32489, -0.86209], [-2.55767, 1.76837, -2.16494], [-2.56868, 0.52956, -1.75511], [-2.88778, -0.39728, -1.73322]],
  "mulliken_spin": [0.36, -0.09, 0.06, 0.04, 0.05, 0.31, 0.32, 0.10, -0.24, -0.01, 0.02, 0.01, 0.02, 0.02, 0.00, 0.03, 0.00, 0.00, 0.00, 0.00, 0.00],
  "e_tot_ha": -897.2359,
  "relative_energy_kcal_mol": 30.19,
  "lumo_ha": [-0.7446, -0.7601],
  "multiplicity": 2,
  "charge": 4,
  "s_squared": 0.91
}



{
  "formula": "C6H8Br2O",
  "method": "ωB97M-V with the def2-TZVPD basis set",
  "symbols": ["C", "C", "O", "C", "Br", "Br", "H", "H", "H", "H", "C", "C", "C", "H", "H", "H", "H"],
  "xyz": [[0.63689, -1.24754, 1.88382], [-0.25052, -0.09236, 1.51723], [0.04848, 1.12843, 1.99645], [-1.13902, -0.17733, 0.49053], [-2.03358, -1.77049, -0.05370], [-2.12814, 1.47970, 0.20921], [1.11364, -1.71173, 0.94283], [1.48900, -0.84877, 2.37794], [0.27573, -2.10277, 2.37947], [-0.58356, 1.70407, 1.62201], [1.43878, 0.81585, -0.70514], [0.54655, 0.76818, -1.46777], [-0.23391, 0.35749, -2.58939], [2.09305, 1.00937, 0.05991], [0.16894, -0.62618, -2.94185], [-1.33701, 0.26784, -2.22520], [-0.10532, 1.04626, -3.49636]],
  "lowdin_charge": [-0.03, -0.54, 0.02, -1.06, 0.69, 0.77, 0.12, 0.07, 0.06, -0.05, 0.10, -0.29, -0.14, 0.03, 0.10, 0.05, 0.10],
  "e_tot_ha": -5456.5542,
  "relative_energy_kcal_mol": 21.98,
  "smiles": "CC(O)=C(Br)Br.C#CC",
  "lumo_ha": 0.0124,
  "charge": 0
}



{
  "formula": "C6H8Cl2NO2P",
  "method": "ωB97M-V with the def2-TZVPD basis set",
  "symbols": ["C", "C", "C", "C", "C", "C", "N", "O", "O", "P", "Cl", "Cl", "H", "H", "H", "H", "H", "H", "H", "H"],
  "xyz": [[-3.63372, 0.84287, 3.19382], [-0.42195, -0.72200, -0.27770], [1.72962, 2.07020, 0.01137], [-2.00558, -2.60794, 0.51485], [0.89418, 1.15901, -0.87055], [-1.45521, -1.23392, 0.51590], [-4.34580, 1.26998, 3.97068], [0.18519, -1.44687, -1.05487], [-0.16225, 0.59526, -0.09692], [-2.30349, 0.09922, 1.73375], [-0.76202, 0.79039, 2.77339], [-2.83447, 1.57042, 0.50773], [2.18600, 1.49940, 0.81623], [2.51124, 2.53482, -0.58125], [1.10360, 2.84608, 0.44484], [-1.54177, -3.14696, -0.30904], [-1.78784, -3.14534, 1.44202], [-3.08699, -2.61102, 0.36899], [1.49389, 0.34134, -1.28507], [0.44528, 1.72135, -1.69834]],
  "mulliken_spin": [0.27, 0.16, 0.00, -0.05, 0.00, 0.77, 0.02, 0.21, 0.01, 0.47, 0.02, 0.02, 0.00, 0.00, 0.00, 0.00, 0.05, 0.04, 0.00, 0.00],
  "e_tot_ha": -1700.3030,
  "relative_energy_kcal_mol": 0.00,
  "lumo_ha": [0.0118, -0.0766],
  "multiplicity": 3,
  "charge": 0,
  "s_squared": 2.02
}



{
  "formula": "C6H8Cl2NaO14",
  "method": "ωB97M-V with the def2-TZVPD basis set",
  "symbols": ["Na", "Cl", "O", "O", "O", "O", "Cl", "O", "O", "O", "O", "C", "C", "O", "C", "O", "O", "H", "H", "H", "H", "C", "C", "O", "C", "O", "O", "H", "H", "H", "H"],
  "xyz": [[5.04553, -16.97454, 13.40446], [1.98795, -15.35365, 14.84619], [3.10743, -14.93076, 14.10578], [0.81495, -14.83729, 14.19791], [2.07061, -16.77133, 14.97063], [1.93891, -14.72612, 16.13811], [7.03196, -17.98169, 16.25457], [7.44078, -17.76207, 17.59846], [5.93576, -17.16677, 15.85477], [8.09383, -18.00658, 15.37427], [6.43900, -19.27635, 16.27507], [0.75457, -17.68398, 10.20553], [1.50564, -18.45037, 9.25203], [2.84027, -17.96982, 9.46449], [2.88806, -17.27739, 10.64088], [3.93963, -16.96738, 11.21936], [1.65293, -16.90606, 11.01371], [0.14032, -18.38540, 10.77016], [0.13243, -16.86899, 9.83562], [1.12743, -18.25348, 8.24889], [1.19520, -19.49049, 9.35140], [8.29921, -17.80456, 8.23919], [7.22086, -16.94285, 7.87461], [6.75710, -16.36444, 9.15264], [7.33908, -17.03803, 10.18813], [7.20536, -16.91275, 11.39019], [8.15902, -17.93291, 9.61529], [9.26147, -17.29872, 8.15999], [8.27429, -18.76543, 7.72518], [6.43686, -17.59304, 7.48640], [7.44510, -16.11128, 7.20654]],
  "mulliken_spin": [0.00, 0.00, 0.00, 0.00, 0.00, 0.00, -0.08, 0.28, 0.23, 0.00, 0.58, 0.00, 0.00, 0.00, 0.00, 0.00, 0.00, 0.00, 0.00, 0.00, 0.00, 0.00, 0.00, 0.00, 0.00, 0.00, 0.00, 0.00, 0.00, 0.00, 0.00],
  "e_tot_ha": -2368.8336,
  "lumo_ha": [-0.0118, -0.2170],
  "multiplicity": 2,
  "charge": 0,
  "s_squared": 0.76
}



{
  "formula": "C6H8Cl3N2",
  "method": "ωB97M-V with the def2-TZVPD basis set",
  "symbols": ["C", "C", "N", "C", "Cl", "C", "Cl", "N", "C", "C", "Cl", "H", "H", "H", "H", "H", "H", "H", "H"],
  "xyz": [[1.26777, -1.87793, -0.44972], [0.64215, -1.45606, 0.88671], [-0.40290, -0.50613, 0.55607], [-1.76222, -0.74963, 0.28005], [-2.68478, -2.19064, 0.44060], [-2.28544, 0.49334, 0.09222], [-3.84001, 0.93004, -0.48239], [-1.34788, 1.42749, 0.24620], [-1.74048, 2.86544, 0.37016], [-0.18223, 0.86679, 0.47645], [1.34101, 1.61033, 0.63115], [0.61176, -2.11787, -1.35487], [1.86782, -2.77858, -0.41734], [1.81440, -1.09540, -0.90144], [1.36757, -1.08526, 1.56810], [0.06350, -2.40750, 1.28983], [-2.70859, 2.94896, -0.11712], [-1.95885, 3.07245, 1.44094], [-1.12906, 3.68983, -0.13130]],
  "lowdin_charge": [-0.07, -0.17, -0.05, -0.61, 0.79, -0.67, 0.82, -0.10, 0.01, -0.61, 0.87, 0.11, 0.08, 0.05, 0.10, 0.16, 0.03, 0.12, 0.13],
  "e_tot_ha": -1723.2373,
  "relative_energy_kcal_mol": 1.81,
  "smiles": "CCn1c(Cl)c(Cl)[n+](C)c1Cl",
  "lumo_ha": -0.1252,
  "charge": 1
}



Looking at largest force on an atom for the records above, in order, we have 0.44, 0.59, 1.41, 1.57, 2.97, 6.03, 11.31, 12.79, 3.25, 3.13, 4.42, 4.77 eV Å⁻¹.